1.
Below is a structure of composition C20H46NdOP4Se, with properties calculated with ωB97M-V/def2-TZVPD.

```
73
Properties=species:S:1:pos:R:3:forces:R:3:mulliken_charge:R:1
Nd -0.5985 -0.5761 -0.8785 1.29 2.21 1.51 -0.378
P 0.7122 1.6312 0.6949 0.37 1.28 0.27 0.746
P 0.5757 0.0679 -3.3078 0.29 0.18 -1.49 0.939
P 2.1366 -1.3187 0.0370 0.82 -0.71 0.28 0.900
H -2.2066 -2.4416 2.5679 0.57 0.12 0.59 0.296
C -1.2014 -2.2910 3.0087 0.45 0.60 -0.79 -0.624
C -0.7980 -1.0680 3.4090 -0.35 -0.27 -0.77 -0.502
H -1.4698 -0.1929 3.3104 0.35 -0.64 0.37 0.270
C -0.4912 2.9237 1.1691 -0.38 -0.02 0.03 -0.979
C 1.8534 2.6924 -0.2889 -0.10 -0.27 -0.36 -1.328
C 1.6693 1.6315 2.2591 -0.13 -0.48 0.17 -1.195
C 0.2046 -1.3529 -4.4187 -0.08 -0.17 0.26 -1.261
C -0.4724 1.4374 -3.9473 -0.21 0.21 0.10 -1.126
C 2.3033 0.5326 -3.6266 0.48 0.07 0.13 -1.199
C 2.4838 -1.9309 1.7297 -0.44 0.09 0.15 -1.123
C 3.6888 -0.3769 -0.2064 -0.09 0.15 -0.28 -1.348
C 2.5645 -2.8407 -0.8937 -0.06 -0.04 -0.17 -1.267
H -0.5090 -3.1552 2.9538 -0.59 0.55 0.44 0.359
H 0.2126 -0.8677 3.7849 -0.47 -0.25 -0.02 0.369
H -1.3042 2.4807 1.7559 0.16 0.15 -0.03 0.089
H -0.9168 3.4137 0.2850 0.14 -0.11 0.20 0.244
H 0.0298 3.6705 1.7817 -0.25 -0.08 -0.19 0.545
H 1.3735 2.9848 -1.2343 0.19 0.06 0.24 0.320
H 2.7891 2.1669 -0.5177 -0.24 0.21 0.08 0.336
H 2.0714 3.5874 0.3110 -0.02 -0.20 -0.28 0.509
H 1.0885 1.1237 3.0390 0.24 0.20 -0.06 0.208
H 1.8205 2.6864 2.5343 0.03 -0.42 -0.02 0.517
H 2.6413 1.1372 2.1564 -0.25 0.15 0.07 0.354
H 0.3765 -1.1106 -5.4699 0.01 0.04 0.09 0.469
H -0.8366 -1.6830 -4.2929 0.15 0.24 -0.11 0.351
H 0.8194 -2.2181 -4.1400 0.06 0.25 -0.09 0.298
H -0.3276 1.6086 -5.0227 0.01 -0.10 0.26 0.518
H -0.2543 2.3737 -3.4105 0.12 -0.27 -0.18 0.318
H -1.5431 1.2259 -3.7690 0.42 -0.12 -0.20 0.284
H 2.5156 0.7501 -4.6794 -0.26 -0.09 0.11 0.504
H 2.9872 -0.2629 -3.3037 -0.29 -0.01 -0.16 0.311
H 2.5840 1.4122 -3.0389 -0.21 0.01 -0.08 0.308
H 3.3138 -2.6433 1.6403 -0.20 0.19 0.23 0.510
H 1.5987 -2.4221 2.1524 0.34 0.02 -0.02 0.057
H 2.7757 -1.0970 2.3805 -0.10 -0.29 -0.11 0.377
H 4.5107 -1.1010 -0.1232 -0.11 0.29 -0.03 0.483
H 3.8097 0.3932 0.5637 0.02 -0.19 -0.24 0.488
H 3.7087 0.0902 -1.1978 0.17 -0.09 0.26 0.208
H 3.4845 -3.2311 -0.4367 -0.22 -0.07 -0.38 0.544
H 2.7375 -2.6099 -1.9528 0.05 -0.12 0.17 0.290
H 1.7591 -3.5838 -0.8258 0.43 0.15 0.09 0.358
C -1.7764 -5.0446 -0.5129 -0.09 -0.60 -0.22 0.706
C -2.2297 -5.1490 0.7985 0.22 0.32 0.54 0.092
C -2.6710 -6.4071 1.2813 -0.02 0.63 0.19 -0.514
C -2.6740 -7.5494 0.4831 0.17 0.50 -0.25 -0.572
C -2.2057 -7.4217 -0.8240 0.12 0.77 -0.01 -0.540
C -1.7832 -6.1678 -1.3431 0.19 -0.27 -0.01 -0.584
Se -0.9488 -3.2668 -1.3274 -2.19 -1.23 1.62 0.302
H -1.8457 -2.1444 -0.5944 -0.43 -3.01 -0.61 0.225
H -2.2099 -4.2749 1.4630 -0.10 -0.61 -0.27 0.029
H -3.0130 -6.4895 2.3215 0.16 0.24 -0.50 0.386
H -3.0401 -8.5110 0.8735 0.32 0.57 -0.25 0.412
H -2.1538 -8.3045 -1.4465 -0.02 0.15 -0.22 0.396
H -1.4366 -6.1174 -2.3710 -0.07 -0.04 0.11 0.390
C -4.2555 2.0729 0.9122 0.00 -0.08 -0.03 -1.081
P -3.6551 1.5538 -0.6971 -0.98 0.54 -0.11 0.776
C -3.1773 3.0208 -1.6213 0.01 0.05 0.05 -0.983
C -5.0068 0.7404 -1.5628 0.09 0.08 0.08 -1.155
O -2.4527 0.5894 -0.5827 0.32 -0.19 -0.09 0.087
H -4.4644 1.1972 1.5346 -0.02 0.09 -0.10 0.357
H -5.1837 2.6486 0.7917 0.21 -0.13 -0.02 0.418
H -3.5194 2.7024 1.4157 -0.07 -0.03 -0.07 0.368
H -4.0726 3.5319 -1.9976 0.19 -0.10 0.07 0.455
H -2.6366 3.7120 -0.9658 -0.12 -0.10 -0.15 0.366
H -2.5336 2.7493 -2.4657 -0.23 0.07 0.14 0.178
H -4.6513 0.3736 -2.5317 -0.11 0.06 0.11 0.345
H -5.3671 -0.1038 -0.9638 0.04 0.13 -0.12 0.358
H -5.8375 1.4452 -1.7244 0.29 -0.22 0.07 0.435
```
Positions in Å, forces in eV/Å.

Results
- <S²> = 3.7561
- max |F| (eV/Å) = 3.10
- multiplicity = 4
- HOMO (spin up / spin down) (eV) = -16.7038 / -16.7040
- gap between HOMO and LUMO (spin up / spin down) (eV) = 6.962 / 7.025
- net charge = +3
- LUMO (spin up / spin down) (eV) = -9.74 / -9.68

***

2.
Below is a cluster of 6 separate species, C20H46O11PS in total, with properties calculated with ωB97M-V/def2-TZVPD.

```
79
Properties=species:S:1:pos:R:3:forces:R:3:mulliken_charge:R:1
O 1.0036 -0.8706 2.2312 0.14 0.11 0.06 -0.624
P -0.2362 -1.5872 1.2173 -0.80 0.07 1.00 0.434
S 1.2415 -1.7089 -0.5214 0.26 -0.53 -0.73 -0.466
H 0.5854 -0.1584 2.7274 -0.10 -0.08 -0.05 0.268
H -0.6647 -0.2566 0.8159 0.16 -0.05 -0.16 -0.153
H -1.2275 -2.1815 0.3478 0.05 0.06 -0.04 -0.210
H 0.2522 -2.8893 1.5938 0.16 0.10 -0.13 -0.112
H -1.1994 -1.6096 2.3259 0.04 0.02 -0.11 -0.023
H 1.7321 -0.4876 -0.7287 0.00 0.28 0.14 -0.089
O 2.8228 -1.9511 -3.5703 0.24 0.40 -0.31 -0.510
C 2.6130 -3.1081 -3.7664 -0.23 -0.29 0.46 0.849
O 1.4605 -3.4542 -4.3933 0.18 0.08 -0.26 -0.357
C 1.1196 -4.7982 -4.7240 -0.08 -0.14 0.10 -0.495
C 0.4483 -5.5045 -3.5635 0.02 0.05 0.06 -0.739
C 3.5307 -4.1860 -3.2369 0.03 -0.10 -0.23 -1.101
H 1.9917 -5.3406 -5.0933 0.02 -0.01 0.02 0.387
H 0.4246 -4.7071 -5.5582 -0.01 0.03 -0.01 0.323
H 1.1169 -5.5896 -2.7069 0.03 -0.01 -0.01 0.234
H 0.1366 -6.5075 -3.8600 -0.01 0.00 -0.02 0.394
H -0.4298 -4.9437 -3.2423 -0.04 -0.02 0.00 0.129
H 3.2664 -4.3594 -2.1934 -0.04 0.05 0.02 0.237
H 4.5476 -3.8074 -3.2769 0.01 0.09 0.08 0.331
H 3.4902 -5.1281 -3.7784 -0.06 -0.02 0.04 0.363
O -2.7010 -3.3208 -2.5854 -0.11 -0.20 -0.12 -0.597
C -2.4025 -2.1708 -2.7736 0.09 0.10 0.01 0.660
O -3.2346 -1.2230 -2.2917 -0.04 0.02 0.06 -0.276
C -2.8795 0.1639 -2.2675 0.12 0.12 0.02 -0.444
C -3.1966 0.8568 -3.5766 -0.04 -0.09 -0.05 -1.062
C -1.1912 -1.7725 -3.5726 0.07 -0.01 0.25 -0.283
H -1.8373 0.2833 -1.9728 0.02 -0.02 0.00 0.427
H -3.4833 0.5847 -1.4647 -0.01 -0.02 0.03 0.357
H -2.6140 0.4414 -4.3986 0.05 0.02 0.01 0.268
H -2.9719 1.9210 -3.5014 0.01 0.01 0.02 0.404
H -4.2531 0.7374 -3.8215 -0.02 0.02 0.02 0.292
H -1.4324 -1.8598 -4.6335 -0.03 0.03 0.00 0.251
H -0.3999 -2.4736 -3.3357 0.03 -0.01 -0.03 -0.350
H -0.8105 -0.7795 -3.3582 -0.03 0.03 -0.05 0.298
O 1.2531 3.2961 -1.8929 -0.11 0.08 -0.14 -0.595
C 2.0132 3.0695 -0.9918 0.16 0.05 0.09 0.763
O 1.5186 2.9331 0.2494 -0.07 -0.08 0.03 -0.398
C 2.3248 2.5782 1.3814 0.01 0.08 0.11 -0.294
C 2.9555 3.8044 2.0077 0.04 0.07 -0.07 -0.830
C 3.5096 3.0089 -1.2164 -0.04 -0.24 0.03 -0.941
H 3.0541 1.8147 1.1206 0.01 -0.02 -0.05 0.335
H 1.6362 2.1110 2.0804 -0.09 -0.05 -0.08 0.222
H 3.6383 4.3059 1.3208 0.06 -0.04 0.01 0.278
H 3.5175 3.5313 2.9016 0.02 -0.01 0.00 0.260
H 2.1815 4.5226 2.2833 -0.03 -0.02 0.03 0.288
H 3.9016 4.0257 -1.1990 -0.01 0.02 0.01 0.277
H 3.6800 2.5860 -2.2019 -0.04 0.06 -0.07 0.301
H 4.0501 2.4105 -0.4900 0.01 0.04 0.06 0.319
O 5.8770 5.2645 3.8834 0.14 -0.08 -0.16 -0.547
C 5.3061 5.5220 4.9031 -0.22 0.20 0.02 0.812
O 4.7549 4.5137 5.6087 0.13 -0.09 0.00 -0.360
C 4.1829 4.6888 6.9069 -0.11 0.03 0.06 -0.436
C 2.7406 5.1436 6.8364 0.00 0.03 -0.10 -0.950
C 5.1258 6.9525 5.3657 0.15 -0.07 0.24 -1.017
H 4.7982 5.3574 7.5103 0.00 0.04 -0.01 0.372
H 4.2428 3.7029 7.3631 0.01 -0.03 -0.02 0.328
H 2.6497 6.1226 6.3661 0.01 0.03 0.04 0.266
H 2.3142 5.2034 7.8380 0.00 -0.01 0.02 0.362
H 2.1553 4.4368 6.2498 -0.01 -0.03 0.01 0.289
H 4.2588 7.3709 4.8556 -0.02 -0.01 -0.01 0.245
H 6.0073 7.5121 5.0681 -0.01 0.01 -0.13 0.315
H 4.9937 7.0685 6.4381 -0.10 -0.01 -0.01 0.337
O -8.2805 -2.3932 -2.5103 -0.11 0.02 -0.12 -0.593
C -7.4839 -2.6738 -1.6573 0.19 0.11 0.17 0.565
O -7.9640 -3.0613 -0.4498 -0.04 -0.11 -0.01 -0.385
C -7.1101 -3.5641 0.5853 0.05 0.03 0.08 -0.426
C -6.4793 -2.4571 1.4029 -0.05 0.09 -0.07 -0.843
C -5.9946 -2.5438 -1.8522 -0.13 -0.32 -0.06 -0.709
H -6.3614 -4.2376 0.1701 0.03 0.01 -0.03 0.419
H -7.7698 -4.1652 1.2095 -0.04 0.00 0.00 0.309
H -5.8236 -1.8348 0.7961 0.06 -0.03 0.00 0.189
H -5.8871 -2.8775 2.2156 0.01 -0.01 0.01 0.342
H -7.2543 -1.8178 1.8266 -0.01 -0.01 0.03 0.293
H -5.7017 -1.5126 -1.6685 0.01 0.02 0.01 0.153
H -5.7590 -2.7846 -2.8838 -0.02 0.12 -0.07 0.355
H -5.3907 -3.1873 -1.2221 0.07 0.08 0.05 0.316
```
Positions in Å, forces in eV/Å.

Results
- max |F| (eV/Å) = 1.28
- HOMO (eV) = -4.0288
- gap between HOMO and LUMO (eV) = 5.957
- net charge = -1
- LUMO (eV) = 1.93

***

3.
Below is a structure of composition C20H46P4SW, with properties calculated with ωB97M-V/def2-TZVPD.

```
72
Properties=species:S:1:pos:R:3:forces:R:3:mulliken_charge:R:1
W -0.0522 0.6465 -0.6036 2.58 -3.19 -1.68 0.826
P -1.7691 2.1994 -0.8594 -2.50 2.34 0.05 0.712
P -1.7031 -1.1604 0.1482 -0.75 -1.76 0.14 1.237
P 1.9194 1.5509 -1.7471 1.34 0.50 -0.78 0.583
H -0.1580 -3.8005 -2.2878 -0.55 -0.60 0.16 0.273
C 0.9152 -3.9437 -2.3364 -1.34 -1.75 -2.44 -0.243
C 1.5844 -3.2727 -1.4267 1.82 1.92 2.20 -0.264
H 1.2968 -3.3516 -0.3693 -0.25 0.12 -0.25 0.617
C -2.5794 2.1558 -2.4904 0.07 -0.49 -0.42 -0.934
C -3.0721 2.1851 0.4398 0.17 -0.16 0.19 -1.025
C -0.9040 3.8181 -0.8665 0.52 -0.08 0.29 -1.067
C -1.2988 -2.9393 0.4325 0.48 0.04 0.04 -1.264
C -2.6392 -0.9428 1.7115 -0.02 0.44 0.20 -1.629
C -2.9383 -1.4139 -1.1600 -0.43 0.20 -0.33 -1.320
C 3.2335 0.4024 -2.2052 0.13 -0.44 0.30 -0.700
C 2.7638 2.8633 -0.7836 -0.05 -0.05 0.15 -1.248
C 1.4734 2.2988 -3.3460 -0.39 0.42 -0.03 -1.123
H 1.2205 -4.6317 -3.1530 0.33 0.73 0.22 0.361
H 2.3524 -2.5019 -1.5863 0.36 -0.88 -0.25 0.346
H -3.2837 2.9641 -2.7096 0.10 0.14 0.55 0.536
H -3.1109 1.2164 -2.6394 -0.03 -0.02 0.10 0.272
H -1.8118 2.1933 -3.2638 0.09 0.05 0.04 0.180
H -3.7679 3.0314 0.3485 0.25 -0.17 -0.20 0.507
H -2.6127 2.2144 1.4398 -0.04 0.16 -0.37 0.358
H -3.6501 1.2484 0.3913 0.14 0.37 -0.20 0.337
H -1.6138 4.6543 -0.9444 -0.02 -0.31 0.02 0.556
H -0.2239 3.8631 -1.7257 -0.27 0.00 0.00 0.340
H -0.2897 3.9601 0.0315 -0.30 0.02 -0.02 0.320
H -2.2740 -3.4582 0.5103 0.52 0.21 -0.04 0.612
H -0.7605 -3.0649 1.3851 -0.14 -0.02 -0.37 0.420
H -0.7174 -3.3780 -0.3862 -0.44 0.08 0.32 -0.169
H -3.7008 -0.9708 1.4552 0.02 0.03 0.13 0.530
H -2.4270 -0.0326 2.2744 -0.03 -0.03 -0.17 0.373
H -2.4145 -1.7944 2.3603 -0.06 0.13 -0.12 0.562
H -3.6367 -2.2025 -0.8610 0.07 0.15 0.12 0.545
H -2.4682 -1.7286 -2.0945 0.10 0.04 0.14 0.276
H -3.5183 -0.5168 -1.3843 0.00 -0.04 0.12 0.278
H 4.0012 0.9814 -2.7202 0.13 0.01 0.08 0.539
H 2.8635 -0.3532 -2.9012 -0.02 0.26 0.06 -0.054
H 3.6623 -0.0966 -1.3338 0.10 0.13 -0.12 0.171
H 3.5111 3.3220 -1.4431 -0.07 -0.01 0.15 0.572
H 3.2762 2.4176 0.0779 -0.03 0.14 -0.30 0.340
H 2.0977 3.6502 -0.4000 0.10 -0.24 -0.29 0.316
H 1.9657 1.8662 -4.2294 0.09 -0.03 0.53 0.420
H 1.7680 3.3451 -3.2447 -0.14 0.09 -0.35 0.594
H 0.3952 2.2194 -3.5208 0.24 0.24 0.01 0.156
C 0.7512 -0.7961 -4.4583 -0.61 -0.38 -0.86 0.669
C 0.0640 -0.3462 -5.6063 0.05 0.29 1.17 -0.408
C 0.5245 -0.6119 -6.8926 0.41 -0.26 0.61 -0.866
C 1.5680 -1.5275 -7.0271 -0.08 -0.17 -0.49 -0.427
C 2.1449 -2.1631 -5.9215 -0.29 0.24 -0.48 -1.168
C 1.7738 -1.7359 -4.6560 -0.23 -0.34 0.91 -0.342
S -0.0348 -0.5052 -2.7641 0.03 -0.10 0.06 -0.158
H -0.3878 1.3923 0.8209 -0.72 0.97 1.07 -0.418
H -0.8576 0.1672 -5.4508 -0.44 0.64 -0.14 0.498
H 0.0510 -0.1486 -7.7605 0.07 -0.28 0.30 0.453
H 1.8629 -1.8085 -8.0329 0.12 -0.04 0.12 0.431
H 2.8216 -3.0160 -6.0761 -0.12 0.67 0.22 0.447
H 2.1982 -2.2274 -3.7988 0.41 -0.03 0.15 0.665
C 1.1672 -1.0303 2.6275 -0.76 -0.01 -0.32 -1.339
P 1.5393 0.3406 1.4568 1.92 -0.82 1.45 0.668
C 1.6919 1.7553 2.5871 -0.48 0.23 -0.47 -1.305
C 3.3662 -0.1531 1.3319 -0.12 0.36 -0.65 -1.357
H 0.1511 -0.9287 3.0218 0.15 -0.20 0.08 0.355
H 1.8934 -0.9531 3.4525 -0.31 0.04 -0.30 0.605
H 1.2965 -2.0076 2.1388 -0.10 0.30 0.18 0.320
H 2.2713 1.4663 3.4678 -0.01 -0.04 -0.17 0.526
H 2.1947 2.5671 2.0623 -0.01 0.13 0.19 0.366
H 0.7002 2.0841 2.8954 0.03 0.12 0.11 0.412
H 3.8380 -0.2123 2.3510 -0.77 0.19 -0.83 0.548
H 3.4083 -1.1587 0.8813 0.19 0.39 0.09 0.394
H 3.9439 0.5707 0.7227 -0.21 -0.59 0.40 0.408
```
Positions in Å, forces in eV/Å.

Results
- <S²> = 2.0199
- max |F| (eV/Å) = 4.44
- multiplicity = 3
- HOMO (spin up / spin down) (eV) = -19.6052 / -19.6205
- gap between HOMO and LUMO (spin up / spin down) (eV) = 4.785 / 4.144
- net charge = +4
- LUMO (spin up / spin down) (eV) = -14.82 / -15.48